Below is a molecular structure, C10H30NO13 in a non-equilibrium geometry, with properties calculated with wB97M-V/def2-TZVPD.

```
54
C10H30NO13 | the OMol25 dataset | wB97M-V/def2-TZVPD
H -0.764 -2.276 -2.825
C -2.687 -1.833 -1.218
H -1.662 1.627 -2.518
H 2.156 0.082 2.615
N -0.082 -0.133 0.445
C 1.053 -3.369 -3.366
C -0.708 3.022 -1.222
O -0.916 -0.075 1.290
H 0.243 -1.524 -0.797
H -1.368 0.307 -1.082
H -0.096 0.310 3.027
O 4.319 1.356 0.245
H -1.986 -1.022 -1.417
H 2.264 1.720 0.605
H 0.757 0.880 5.254
C -3.252 -2.017 0.232
H -3.840 -1.126 0.450
H 3.795 -0.417 2.243
C 2.910 0.066 1.828
O -1.924 -2.916 -1.579
H -3.951 -2.854 0.214
H -0.497 3.538 -2.159
O -0.437 -0.955 -0.419
H -1.077 -2.746 -1.161
H 0.490 1.549 -0.389
H 4.403 2.118 -0.333
O -0.280 3.592 2.635
H 0.773 -1.277 -3.084
C -0.101 1.321 3.436
O 0.796 0.636 0.378
H 3.199 2.276 1.882
O 0.892 1.425 4.475
O 0.631 -2.231 -1.317
O 0.578 2.318 -0.957
C -1.893 2.067 -1.547
H 2.104 -3.438 -3.085
H -1.039 1.461 3.973
O 2.499 -0.837 0.794
H -0.276 4.152 1.856
H -0.686 3.621 -0.311
H 1.159 2.398 1.891
C 0.320 -2.207 -2.741
H -1.660 -1.315 1.006
O -2.031 0.891 -0.707
H 1.689 -0.524 0.385
C 0.138 2.391 2.273
H -3.532 -1.631 -1.877
O -2.170 -2.120 1.123
H -0.363 2.065 1.361
H 1.025 -3.208 -4.444
O 0.542 -4.623 -2.949
C 3.141 1.438 1.188
H -2.885 2.516 -1.565
H 0.288 -4.469 -2.036
```

LUMO	2.7	eV
total charge	-1
gap between HOMO and LUMO	8.72	eV
HOMO energy	-5.99	eV
ΔE to the lowest compared entry with this formula, charge and spin	1070.3	kJ/mol

***

Below is 2 unconnected molecules or ions with the total composition C4H8ClNO in a non-equilibrium geometry, with properties calculated with wB97M-V/def2-TZVPD.

```
15
C4H8ClNO | the OMol25 dataset | wB97M-V/def2-TZVPD
O -0.896 0.504 0.453
C -1.392 1.555 -0.283
H 4.057 -0.275 1.023
H -2.332 1.308 -0.631
C 2.191 -0.460 0.155
C 3.191 -0.865 0.909
H -2.650 -2.091 -0.226
C -1.389 -0.730 0.466
H 3.038 -1.768 1.456
H -1.276 2.543 0.078
H 1.255 -0.886 -0.166
H -0.879 1.617 -1.252
Cl 2.420 1.000 -0.718
H -2.867 -0.367 -0.932
N -2.472 -1.087 -0.333
```

LUMO	0.8	eV
gap between HOMO and LUMO	9.25	eV
HOMO energy	-8.46	eV
ΔE to the lowest compared entry with this formula, charge and spin	351.2	kJ/mol

***

Below is a molecular structure, C29H42IN7O5P2Ti, with properties calculated with wB97M-V/def2-TZVPD.

```
87
C29H42IN7O5P2Ti | the OMol25 dataset | wB97M-V/def2-TZVPD
H -2.335 -4.811 -0.392
O -1.277 1.137 -0.340
H -3.213 4.320 -2.583
C -0.247 1.731 -5.949
H 1.180 -1.751 -1.860
O 0.547 0.254 -2.408
C 2.921 0.649 0.067
H 3.069 2.235 -2.930
H 1.089 -0.701 -5.684
H 2.510 1.591 -4.485
N -0.119 0.814 -4.829
C 2.160 4.780 0.689
H -3.050 -1.321 6.610
C 0.231 -3.660 -2.256
C -3.777 3.493 -2.137
H -4.450 0.655 -3.572
H -3.535 -0.840 -3.790
C -2.752 -1.177 5.581
O 0.629 1.590 1.495
C -3.305 -0.553 3.310
H -0.662 -0.917 -5.869
H 0.106 -1.193 -4.295
C 2.456 2.447 -3.810
H -4.016 -0.209 2.569
H -0.975 1.337 -6.661
H 1.463 4.698 -2.986
N 2.037 -0.374 0.267
C 0.120 -0.573 -5.187
C 1.452 2.463 0.960
H 2.858 3.319 -4.329
H -4.699 -0.550 4.917
C -1.051 -1.227 3.856
H 0.352 4.135 1.678
C -3.454 0.207 -3.490
C -1.299 -2.960 -0.128
H -2.774 0.700 -4.182
H 2.876 -1.066 2.785
H 1.977 5.833 0.865
H -3.272 -0.442 -0.178
C 3.534 3.016 -0.179
P -2.073 1.521 -1.527
C 3.320 4.366 0.039
H -4.757 -0.117 -1.110
H -0.593 2.706 -5.609
H -0.935 -5.465 -2.360
N -2.936 0.262 -2.131
C 2.629 -1.615 0.722
N 0.854 -1.379 2.352
C 0.325 -1.539 3.504
H 2.258 -2.479 0.161
C 2.264 -1.758 2.199
H -4.691 3.894 -1.697
H -2.051 4.543 -0.351
H -3.513 4.011 0.513
C 0.920 3.864 -2.541
H -3.762 -1.540 -1.482
H 2.428 -2.774 2.576
Ti 0.069 -0.140 0.671
N -0.339 -2.125 -0.533
C -1.548 -4.167 -0.757
H 3.932 0.385 -0.241
H 4.440 2.687 -0.679
C -1.455 -1.418 5.183
P 0.154 1.358 -3.300
H 0.935 -1.957 4.312
H -4.061 2.809 -2.936
C -3.730 -0.495 -1.166
H -1.874 -2.633 0.728
C -3.674 -0.744 4.623
C 1.238 3.833 1.132
C -1.978 -0.780 2.888
N 1.066 2.710 -3.430
H 0.706 1.871 -6.471
N -2.996 2.813 -1.118
C -0.770 -4.527 -1.846
I 1.466 -4.126 -3.860
H 1.327 3.673 -1.547
H 3.719 -1.598 0.624
O -1.245 2.025 -2.805
H 4.051 5.093 -0.292
H -0.128 4.142 -2.458
C 2.621 2.025 0.247
H -0.720 -1.761 5.902
O -1.656 -0.591 1.638
H -1.987 3.116 0.699
C -2.611 3.670 0.002
C 0.420 -2.466 -1.577
```

multiplicity	3
LUMO (spin up / spin down)	0.3 / 0.3	eV
gap between HOMO and LUMO (spin up / spin down)	4.64 / 7.16	eV
HOMO energy (spin up / spin down)	-4.34 / -6.86	eV
ΔE to the lowest compared entry with this formula, charge and spin	39.4	kJ/mol

***

Below is a gas-phase ion, C11H26BO3 (charge -1) in a non-equilibrium geometry, with properties calculated with wB97M-V/def2-TZVPD.

```
41
C11H26BO3 | the OMol25 dataset | wB97M-V/def2-TZVPD
H 2.939 -0.353 2.105
H -3.092 0.887 -1.914
C 0.716 -1.513 -0.428
H -2.313 3.270 -0.135
H -4.527 0.364 -0.186
H -2.495 -1.262 -0.045
H 3.944 0.488 -1.369
H 4.434 -0.997 -2.249
C -3.526 0.613 0.229
C -2.937 2.790 -0.911
H -3.664 1.390 1.002
H 1.764 -1.612 -0.065
B -0.698 -1.221 1.519
O -0.022 -0.601 0.336
H 2.088 0.874 -2.829
C 2.600 -0.078 -3.048
C -2.896 -0.680 0.806
C 0.323 -1.255 2.798
C 1.004 0.109 3.142
H -0.127 -1.469 -2.413
H 4.651 0.646 -3.011
H -1.078 -2.366 1.296
C 0.720 -0.961 -1.901
C 4.012 0.011 -2.364
C 2.218 0.471 2.244
H -1.619 1.006 -0.828
H -3.698 -1.304 1.266
H 2.765 -0.125 -4.143
H 1.404 0.018 4.181
H -2.777 3.266 -1.894
H 1.894 0.774 1.229
C -2.689 1.234 -0.944
H 0.447 0.104 -1.820
H 1.134 -1.982 2.564
H 2.719 1.369 2.668
O -1.930 -0.415 1.789
H 0.277 -2.531 -0.399
H 0.294 0.956 3.175
O 1.959 -1.226 -2.545
H -0.227 -1.620 3.696
H -3.993 2.934 -0.606
```

LUMO	3.3	eV
total charge	-1
gap between HOMO and LUMO	7.54	eV
HOMO energy	-4.22	eV

***

Below is C4H7N3O in the gas phase in a non-equilibrium geometry, with properties calculated with wB97M-V/def2-TZVPD.

```
15
C4H7N3O | the OMol25 dataset | wB97M-V/def2-TZVPD
C -0.868 1.079 0.429
H -1.300 1.909 0.878
C -1.223 0.687 -1.049
H -0.164 -1.694 0.153
O 0.167 0.250 2.326
H -2.037 -0.124 -0.915
H -1.727 1.430 -1.752
H 2.489 -0.925 0.870
H 1.229 -1.038 1.905
C 0.011 0.218 -1.684
C 0.616 -0.967 0.214
N -0.236 0.199 1.121
H 0.434 0.774 -2.528
N 1.644 -1.475 1.060
N 0.963 -0.325 -1.029
```

LUMO	0.3	eV
gap between HOMO and LUMO	9.45	eV
HOMO energy	-9.11	eV
SMILES	N[C@@H]1N=CCC=[N+]1[O-]
ΔE to the lowest compared entry with this formula, charge and spin	404.1	kJ/mol

***

Below is C20H23FN2O5S in the gas phase in a non-equilibrium geometry, with properties calculated with wB97M-V/def2-TZVPD.

```
52
C20H23FN2O5S | the OMol25 dataset | wB97M-V/def2-TZVPD
N -0.564 -0.319 2.977
C 3.623 1.671 -5.314
H 3.980 2.053 -4.361
O -4.152 1.772 1.367
H -0.942 2.784 4.181
H -2.816 0.668 4.664
H -1.979 -1.447 4.065
C -1.928 -0.727 3.234
H 0.497 -4.120 0.732
C -1.870 -1.159 -0.863
C 1.145 -1.496 -2.842
H -0.241 2.210 0.032
C -2.516 -0.277 -0.023
H -0.916 -2.830 2.219
H 1.821 0.774 -6.126
C -1.906 0.919 0.314
C -0.041 -2.362 1.800
H 3.132 -0.775 0.347
C 2.200 1.165 -5.176
C 1.928 -2.561 0.437
O -0.055 0.064 -4.253
C 1.416 -0.509 1.557
C -0.914 2.061 3.357
H 1.958 -1.269 -2.141
C -0.025 0.379 -1.064
C 0.254 -1.033 2.142
S -2.747 2.054 1.415
C -0.147 0.800 3.786
H -0.444 2.539 2.499
O -2.283 3.379 1.135
H 0.932 0.664 -1.471
H 0.924 0.964 3.717
H 1.403 -2.405 -3.395
H 4.278 0.866 -5.634
H 2.573 -3.146 -0.200
F 1.769 0.794 1.752
H 1.521 1.955 -4.837
H -2.319 -2.097 -1.146
H -3.505 -0.482 0.356
C 2.246 -1.249 0.742
H 3.654 2.469 -6.049
H -3.800 0.394 3.214
O 2.189 0.104 -4.210
C 0.993 -0.354 -3.847
N -2.267 1.714 2.977
H -2.322 -1.203 2.334
C -2.780 0.515 3.580
C 0.769 -3.102 0.963
O -0.056 -1.790 -2.182
C -0.677 1.255 -0.213
H -0.380 0.569 4.834
C -0.613 -0.842 -1.386
```

LUMO	0.6	eV
gap between HOMO and LUMO	8.51	eV
HOMO energy	-7.89	eV
SMILES	CCOC(=O)COc1ccc(S(=O)(=O)N2CCN(c3ccccc3F)CC2)cc1
ΔE to the lowest compared entry with this formula, charge and spin	3.8	kJ/mol